(1)
Molecular formula: C12H31N3O12P2STl
Method: DFT, ωB97M-V/def2-TZVPD

Last column: Löwdin charge in e.
Cartesian coordinates (Å):
Tl -0.5781 -0.2276 -0.0691  1.08
O -0.5913 -0.3418 3.1851  -0.12
C -0.4731 1.0052 3.6079  -0.23
C -0.9545 2.0019 2.5724  -0.16
N -0.2705 1.9604 1.2864  -0.23
C -0.9468 2.8618 0.3557  -0.10
C -2.3418 2.3507 -0.0416  -0.66
O -3.2513 3.1627 -0.1440  0.03
O -2.4434 1.0885 -0.2588  -0.16
C 1.1579 2.2083 1.3414  -0.10
C 1.8363 1.8813 0.0081  -0.66
O 2.7485 2.6035 -0.3623  0.04
O 1.4023 0.8370 -0.6025  -0.14
H -1.5058 -0.5116 2.9127  0.00
H 0.5773 1.1504 3.8588  0.11
H -1.0502 1.1801 4.5236  0.12
H -0.9000 3.0118 3.0132  0.14
H -2.0128 1.8037 2.3758  0.13
H -0.3515 2.9492 -0.5568  0.14
H -1.0601 3.8634 0.7847  0.13
H 1.6081 1.5581 2.0943  0.12
H 1.3994 3.2475 1.5950  0.13
C -0.8349 -3.3262 -4.2291  -0.08
C 0.3238 -2.3557 -4.0391  -0.59
O 1.1833 -2.4704 -5.1679  -0.05
P 1.2341 -2.7921 -2.4974  0.47
O 2.2206 -1.6078 -2.1280  -0.12
O 2.3688 -3.8476 -2.9193  -0.11
O 0.3628 -3.3176 -1.4221  -0.30
P -0.3433 -0.6336 -3.8705  0.33
O 1.0431 0.1150 -4.3216  -0.16
O -1.4456 -0.3626 -4.8090  -0.29
O -0.4964 -0.3975 -2.3868  -0.42
H -0.4516 -4.3193 -4.4770  0.08
H -1.4595 -2.9690 -5.0466  0.08
H -1.4326 -3.3923 -3.3215  0.08
H 1.6598 -1.6346 -5.2550  0.08
H 1.7768 -0.7457 -1.9953  0.04
H 1.9919 -4.7286 -3.0121  0.08
H 0.9872 1.0684 -4.1952  0.09
N 5.7207 -4.2154 1.8623  0.01
C 2.4936 -3.4751 2.2122  0.02
C 2.2612 -2.4049 1.2114  -0.32
N 0.8186 -2.1105 1.1358  -0.03
H 4.7369 -3.9815 1.9830  -0.04
H 6.2402 -3.3625 2.0367  0.00
H 5.8425 -4.4258 0.8779  0.00
H 2.5612 -3.2202 3.2636  0.05
H 2.1688 -4.4825 1.9793  0.05
H 2.5826 -2.7023 0.2161  0.09
H 2.7866 -1.4843 1.4669  0.11
H 0.4074 -1.9271 2.0441  0.04
H 0.3080 -2.8159 0.6110  0.03
C -4.7653 -0.6554 0.9033  -0.38
S -3.5286 -1.6169 1.8066  0.75
C -3.3667 -3.0940 0.7810  -0.40
H -5.7425 -0.7404 1.3747  0.03
H -4.8153 -1.0160 -0.1221  0.04
H -4.4346 0.3794 0.8630  0.02
H -3.4028 -2.8138 -0.2706  0.04
H -4.1411 -3.8258 1.0036  0.03
H -2.3878 -3.5303 0.9740  0.03

Forces on the atoms, in the same order (eV/Å):
Tl 0.1 -0.1 -0.1
O 0.0 -0.1 0.1
C 0.0 0.0 0.0
C 0.0 0.1 0.1
N -0.2 -0.1 0.1
C 0.0 0.1 0.0
C 0.0 0.1 -0.1
O 0.0 0.0 0.1
O -0.1 0.0 0.1
C 0.0 0.1 0.1
C 0.1 -0.2 -0.2
O 0.1 0.1 0.0
O 0.0 0.0 -0.1
H 0.0 0.0 -0.1
H 0.0 0.0 0.0
H 0.0 0.0 0.0
H 0.0 0.0 0.0
H 0.0 0.0 0.0
H 0.0 0.0 0.0
H 0.0 0.0 0.0
H 0.0 0.0 0.0
H -0.1 0.0 0.0
C 0.0 0.0 0.0
C 0.0 0.0 0.1
O 0.0 0.0 0.0
P 0.2 0.2 0.1
O -0.2 -0.2 -0.1
O 0.0 0.0 -0.1
O -0.1 0.0 0.0
P 0.1 0.0 0.0
O -0.1 0.0 0.0
O 0.0 0.0 0.0
O -0.1 -0.1 0.0
H 0.0 0.0 0.0
H 0.0 0.0 0.0
H 0.0 0.0 0.0
H 0.0 0.0 0.0
H 0.1 0.1 0.2
H 0.0 0.0 0.0
H 0.0 0.0 0.0
N 0.0 0.0 0.0
C -0.3 0.1 0.0
C 0.2 0.0 0.0
N -0.4 0.2 0.0
H 0.0 0.0 0.0
H 0.0 0.0 0.0
H 0.0 0.0 0.0
H 0.1 0.0 0.0
H 0.1 0.0 0.0
H 0.0 0.0 0.0
H 0.0 0.0 0.0
H 0.0 -0.1 0.1
H 0.2 -0.1 0.0
C 0.0 0.0 0.0
S 0.1 0.0 0.1
C 0.0 0.1 0.0
H 0.0 0.0 0.0
H 0.0 0.0 0.0
H 0.0 0.0 0.0
H 0.0 0.0 0.0
H 0.0 0.0 0.0
H 0.0 0.0 0.0

Properties
Charge: -1
Spin multiplicity: 1
E_LUMO (spin up / spin down) in eV: 1.20 / 1.85
HOMO-LUMO gap (spin up / spin down) in eV: 7.497 / 6.742
ΔE to the lowest compared entry with this formula, charge and spin in kJ/mol: 192.7

(2)
Molecular formula: C5H15N3
Method: DFT, ωB97M-V/def2-TZVPD

Last column: natural (NBO) charge in e.
Cartesian coordinates (Å):
C 1.3272 0.1457 -2.4779  -0.64
C 0.8872 -0.4600 -1.0910  -0.04
N 2.2274 -0.5078 -0.2717  -0.67
C -0.1080 0.6245 -0.6389  -0.47
C -0.9737 0.0779 0.4245  0.24
N -1.9779 -0.6788 -0.0267  -0.77
C -0.6735 0.4272 1.7362  -0.26
N -1.7675 0.2483 2.8191  -0.68
H 1.5535 1.1641 -2.2930  0.22
H 2.0966 -0.4273 -2.9034  0.24
H 0.6433 0.1916 -3.3229  0.28
H 0.4211 -1.4285 -1.1489  0.25
H 2.8908 -1.2134 -0.5619  0.46
H 2.0580 -0.6302 0.7128  0.44
H 2.6334 0.4139 -0.3790  0.45
H -0.7492 0.9042 -1.4983  0.28
H 0.3655 1.5166 -0.0808  0.26
H -2.4204 -0.7417 -0.9470  0.45
H -2.5805 -1.1312 0.8010  0.40
H 0.2049 0.8483 2.0832  0.23
H -2.5143 0.7442 2.3785  0.45
H -1.5095 0.6204 3.7141  0.46
H -2.0344 -0.7080 2.9723  0.43

Forces on the atoms, in the same order (eV/Å):
C -0.6 -1.3 0.5
C 0.7 2.1 -2.6
N -2.0 0.6 -0.3
C 1.1 0.4 2.2
C 0.0 1.0 1.4
N -3.0 -2.1 4.0
C -2.8 -1.8 -1.2
N 1.8 -0.5 -2.1
H 0.9 1.0 0.1
H 1.7 -0.4 -0.4
H -0.9 -0.4 0.6
H 0.2 -0.5 0.2
H 0.2 -0.4 -0.5
H -0.2 -0.3 0.7
H 0.5 0.3 -0.1
H 0.7 0.2 0.5
H -0.3 -1.0 -1.8
H 0.6 0.4 0.5
H 1.5 1.0 -3.2
H 1.3 1.0 0.5
H -1.2 0.6 0.4
H 0.2 0.7 0.6
H -0.2 -0.8 0.2

Properties
Charge: +2
Spin multiplicity: 1
E_LUMO in eV: -6.59
HOMO-LUMO gap in eV: 10.124
ΔE to the lowest compared entry with this formula, charge and spin in kJ/mol: 259.1

(3)
Molecular formula: C5H9N3O
Method: DFT, ωB97M-V/def2-TZVPD

Last column: natural (NBO) charge in e.
Cartesian coordinates (Å):
C 1.3020 1.2164 -0.9276  -0.64
C 0.6424 0.4369 0.1805  0.09
C -0.5328 -0.2765 0.1768  -0.19
C -0.9760 -0.9557 -1.0908  -0.28
C -1.1030 -0.2060 1.3481  -0.05
H 0.6712 0.8748 -1.9788  0.20
H 1.0850 2.3943 -0.9103  0.25
H 2.3219 0.7469 -0.9425  0.24
H -0.3955 -0.1483 -1.9799  0.19
H -2.1102 -1.1048 -1.2974  0.24
H -1.8607 -3.6309 -0.9911  0.19
H 0.6341 -2.4721 -0.4077  0.28
H -1.9835 -0.7969 2.0157  0.24
H 1.2133 2.3192 2.9779  0.51
N -0.5927 -2.3022 -1.4594  -0.62
N -0.3590 0.6250 2.0858  -0.29
N 0.6104 1.1179 1.3897  0.14
O 1.4329 2.1621 1.8111  -0.51

Forces on the atoms, in the same order (eV/Å):
C -1.6 -0.8 -2.8
C 0.3 4.6 -0.1
C 0.5 -2.8 -5.8
C -0.9 0.9 -2.2
C -2.9 -0.7 6.7
H 2.3 1.0 2.7
H 1.2 -2.8 0.4
H -0.5 1.6 -0.8
H -2.2 -2.8 1.9
H 1.6 1.6 0.6
H 2.5 2.7 -0.4
H -3.6 0.0 -3.0
H 2.5 1.8 -2.6
H 0.6 -1.2 -5.3
N 2.7 -2.5 3.5
N -0.7 1.6 3.6
N -0.6 -2.2 -0.8
O -1.4 -0.2 4.5

Properties
Spin multiplicity: 1
E_LUMO in eV: -0.91
HOMO-LUMO gap in eV: 8.009
ΔE to the lowest compared entry with this formula, charge and spin in kJ/mol: 1318.5

(4)
Molecular formula: C18H33O6S
Method: DFT, ωB97M-V/def2-TZVPD

Last column: natural (NBO) charge in e.
Cartesian coordinates (Å):
C 0.5446 1.7045 -0.4738  -0.62
C 0.5940 2.9285 -1.3924  -0.43
C -0.1281 4.1558 -0.8126  -0.52
S -1.2855 5.0000 -1.9184  0.66
C -2.4473 3.7439 -2.5413  -0.54
C -3.8131 3.8949 -1.8657  -0.42
C -3.9454 3.3728 -0.4229  -0.42
C -3.2010 2.0805 -0.0777  -0.44
C -3.9115 0.8040 -0.4931  -0.08
O -4.2620 0.7474 -1.8937  -0.52
C -3.2943 0.4043 -2.7606  0.80
C -3.8464 0.1955 -4.1370  -0.72
O -2.1340 0.3036 -2.4356  -0.62
H -0.2856 1.7448 0.2292  0.22
H 1.4419 1.6307 0.1324  0.24
H 0.4376 0.7823 -1.0416  0.24
H 1.6296 3.2285 -1.5529  0.23
H 0.1962 2.6878 -2.3817  0.21
H -0.7234 3.9182 0.0720  0.26
H 0.5416 4.9701 -0.5322  0.26
H -0.4739 5.0458 -2.9891  0.16
H -2.5134 3.9523 -3.6088  0.26
H -1.9733 2.7724 -2.4117  0.27
H -4.5345 3.3953 -2.5122  0.24
H -4.0791 4.9541 -1.8870  0.22
H -3.6461 4.1667 0.2663  0.21
H -5.0081 3.2092 -0.2323  0.23
H -2.1958 2.0696 -0.4946  0.20
H -3.0692 2.0172 1.0048  0.24
H -3.2973 -0.0656 -0.2584  0.21
H -4.8708 0.7126 0.0116  0.20
H -4.6727 -0.5123 -4.1054  0.25
H -3.0610 -0.1633 -4.7940  0.24
H -4.2449 1.1370 -4.5179  0.24
O 0.9807 1.4023 2.7199  -0.60
C 1.6071 0.3875 2.8649  0.80
O 1.6899 -0.5407 1.8892  -0.50
C 2.4466 -1.6892 2.3473  -0.07
C 3.2896 -1.1700 3.5053  -0.43
C 2.3989 -0.0692 4.0713  -0.53
H 1.7339 -2.4532 2.6632  0.18
H 3.0226 -2.0702 1.5116  0.22
H 3.5460 -1.9557 4.2101  0.24
H 4.2188 -0.7466 3.1233  0.22
H 1.6861 -0.4465 4.8087  0.24
H 2.9236 0.7740 4.5126  0.25
O 4.7904 -4.0673 2.6653  -0.57
C 4.2908 -4.9157 1.9852  0.80
O 3.3311 -4.6125 1.0757  -0.51
C 2.8131 -5.8094 0.4655  -0.07
C 3.9133 -6.8521 0.6478  -0.43
C 4.5481 -6.4075 1.9627  -0.53
H 1.8933 -6.0861 0.9850  0.18
H 2.5832 -5.5779 -0.5711  0.20
H 3.5259 -7.8679 0.6616  0.23
H 4.6376 -6.7720 -0.1631  0.22
H 4.0484 -6.8405 2.8323  0.24
H 5.6130 -6.6030 2.0539  0.25

Forces on the atoms, in the same order (eV/Å):
C 0.0 -0.1 0.1
C 0.0 0.2 -0.1
C 0.0 -0.1 0.3
S 0.1 0.0 -0.1
C -0.1 0.0 0.1
C 0.0 -0.1 -0.1
C 0.0 0.0 0.0
C 0.0 0.0 -0.1
C 0.1 -0.1 -0.1
O -0.1 0.1 0.0
C 0.1 0.0 0.3
C 0.0 0.0 0.0
O -0.1 0.1 -0.1
H 0.0 0.0 0.0
H 0.0 0.0 0.0
H 0.1 0.0 -0.1
H 0.0 -0.1 -0.1
H -0.1 0.0 0.1
H 0.0 0.0 0.0
H 0.1 -0.1 0.1
H 0.0 0.1 0.0
H 0.0 0.0 0.0
H -0.1 -0.1 0.0
H 0.1 -0.1 0.0
H -0.1 0.0 0.0
H 0.1 0.0 0.0
H 0.0 0.1 0.0
H 0.0 0.0 0.0
H 0.0 0.0 0.0
H 0.0 0.0 0.0
H 0.0 0.0 0.0
H 0.0 0.0 0.0
H 0.0 0.0 0.0
H 0.0 0.0 0.0
O 0.0 0.0 0.0
C 0.0 0.0 0.0
O 0.0 0.0 0.0
C 0.0 0.0 0.0
C 0.0 0.0 0.0
C 0.0 0.0 0.0
H 0.0 0.0 0.0
H 0.0 0.0 0.0
H 0.0 0.0 0.0
H 0.0 0.0 0.0
H 0.0 0.0 0.0
H 0.0 0.0 0.0
O 0.0 -0.1 0.0
C -0.1 0.1 0.0
O -0.1 0.0 0.0
C 0.1 0.0 0.0
C 0.0 0.0 0.0
C 0.0 0.0 0.0
H 0.0 0.0 0.0
H 0.0 0.0 0.0
H 0.0 0.0 0.0
H 0.0 0.0 0.0
H 0.0 0.0 0.0
H 0.0 0.0 0.0

Properties
Charge: +1
Spin multiplicity: 1
E_LUMO in eV: -2.87
HOMO-LUMO gap in eV: 9.148
ΔE to the lowest compared entry with this formula, charge and spin in kJ/mol: 0.0

(5)
Molecular formula: C2H3N3O2S
Method: DFT, ωB97M-V/def2-TZVPD

Last column: natural (NBO) charge in e.
Cartesian coordinates (Å):
H 1.7160 -2.4472 -0.5405  0.36
N 1.6885 -1.6188 0.0552  -0.67
C 0.6889 -0.9124 -0.2247  0.64
N -0.3475 -1.0946 -1.1638  -0.34
O -1.3044 -0.0761 -0.9118  -0.33
C -0.7394 0.7894 -0.0220  0.74
N -1.2834 1.8582 0.3159  -0.63
S -0.5873 2.9166 1.4429  0.21
O 0.4640 0.2905 0.3811  -0.47
H -0.8671 -1.9813 -1.0342  0.39
H 0.5716 2.2755 1.7020  0.10

Forces on the atoms, in the same order (eV/Å):
H 0.0 0.1 0.2
N -0.5 0.2 -0.4
C 0.3 -0.3 0.2
N -0.4 -0.8 0.1
O -0.2 0.3 0.0
C -0.1 0.1 0.0
N 0.2 -0.2 0.0
S 0.0 -0.2 -0.1
O 0.1 0.0 0.1
H 0.6 0.7 -0.1
H -0.1 0.1 0.0

Properties
Spin multiplicity: 1
E_LUMO in eV: 0.43
HOMO-LUMO gap in eV: 9.261
ΔE to the lowest compared entry with this formula, charge and spin in kJ/mol: 185.0

(6)
Molecular formula: C20H12F6N6O4S5SbSn
Method: DFT, ωB97M-V/def2-TZVPD

Last column: natural (NBO) charge in e.
Cartesian coordinates (Å):
Sn 0.9934 -0.4277 0.9714  1.40
C -2.3029 -0.9757 3.9614  -0.26
C -3.4794 -1.2516 3.2715  -0.14
C -3.4370 -1.4328 1.9074  -0.23
C -2.2176 -1.3379 1.2299  0.39
N -1.0891 -1.0876 1.9099  -0.60
C -1.1391 -0.9008 3.2361  0.06
N -2.2598 -1.5045 -0.1412  -0.52
C -1.2592 -1.5334 -0.9417  0.48
N 0.1131 -1.4172 -0.7215  -0.86
C 0.7714 -1.6939 -1.9190  0.50
N 2.0154 -1.8368 -2.1960  -0.52
C 3.0563 -1.8469 -1.2822  0.38
C 4.3428 -2.0275 -1.7993  -0.23
C 5.4166 -2.1004 -0.9414  -0.14
C 5.2033 -1.9954 0.4294  -0.27
C 3.9143 -1.7932 0.8627  0.06
N 2.8629 -1.7225 0.0369  -0.58
C -0.2432 -1.8748 -2.9799  -0.10
C -0.1042 -2.1283 -4.3304  -0.16
C -1.2704 -2.2705 -5.0711  -0.20
C -2.5252 -2.1745 -4.4670  -0.20
C -2.6498 -1.9345 -3.1048  -0.19
C -1.4822 -1.7817 -2.3829  -0.01
H -2.2919 -0.8021 5.0276  0.23
H -4.4227 -1.3108 3.7988  0.22
H -4.3237 -1.6335 1.3239  0.24
H -0.1957 -0.6613 3.7160  0.21
H 4.4513 -2.1106 -2.8708  0.24
H 6.4170 -2.2391 -1.3309  0.22
H 6.0170 -2.0457 1.1391  0.23
H 3.6951 -1.6669 1.9181  0.20
H 0.8767 -2.2045 -4.7802  0.23
H -1.2111 -2.4597 -6.1351  0.22
H -3.4131 -2.2895 -5.0752  0.22
H -3.6137 -1.8618 -2.6185  0.23
S 4.0919 3.2746 1.2925  -0.21
Sb 2.2339 3.4532 -0.3725  1.14
S 2.1445 1.3990 -1.1883  -0.73
S 4.4046 1.3727 1.6185  -0.12
F -1.1572 5.7214 2.6845  -0.30
C -0.0220 5.0439 2.7763  0.73
F 0.3688 5.0106 4.0440  -0.30
F 0.9146 5.6613 2.0516  -0.31
S -0.2430 3.3151 2.1887  2.24
O 1.0817 2.7352 2.2604  -0.95
O -1.2899 2.7436 2.9842  -0.91
N -0.6189 3.6344 0.6809  -1.24
S -1.2804 2.5078 -0.2003  2.26
O -1.1469 2.8356 -1.5823  -0.89
O -0.9131 1.1834 0.2698  -1.00
C -3.1113 2.5937 0.1516  0.74
F -3.4280 3.7985 0.6187  -0.30
F -3.4636 1.6768 1.0443  -0.30
F -3.7813 2.3741 -0.9737  -0.30

Forces on the atoms, in the same order (eV/Å):
Sn 0.1 0.3 -0.1
C 0.0 0.0 0.0
C 0.0 0.0 -0.1
C -0.1 0.0 0.0
C 0.1 0.0 -0.1
N 0.0 0.0 0.0
C 0.0 0.0 -0.1
N 0.0 0.0 0.1
C -0.1 0.0 0.0
N -0.1 -0.2 0.0
C 0.1 0.0 0.0
N 0.1 0.0 0.1
C -0.2 0.0 0.0
C 0.1 0.0 0.0
C 0.0 0.0 -0.1
C 0.0 0.0 0.1
C -0.1 -0.1 0.0
N 0.0 0.0 0.0
C 0.0 0.0 0.1
C 0.0 0.0 0.0
C 0.0 0.0 0.0
C 0.0 0.0 0.0
C -0.1 0.0 0.0
C 0.1 0.0 0.0
H 0.0 0.0 0.0
H 0.0 0.0 0.0
H 0.0 0.0 0.0
H 0.0 0.0 0.0
H 0.0 0.0 0.0
H 0.0 0.0 0.0
H 0.0 0.0 0.0
H 0.0 0.0 0.0
H 0.0 0.0 0.0
H 0.0 0.0 0.0
H 0.0 0.0 0.0
H 0.0 0.0 0.0
S 0.1 0.0 0.0
Sb 0.0 0.1 0.1
S 0.0 -0.1 0.0
S 0.0 0.1 0.0
F 0.0 0.0 0.0
C -0.1 0.0 -0.1
F 0.0 0.0 0.1
F 0.0 0.0 0.0
S -0.1 -0.1 0.2
O 0.0 0.0 0.0
O 0.2 0.0 -0.1
N 0.0 0.1 -0.1
S -0.1 -0.2 -0.1
O 0.0 0.0 0.2
O 0.0 0.1 -0.2
C 0.0 0.1 0.1
F 0.0 0.0 0.0
F 0.0 0.0 0.0
F 0.0 0.0 0.0

Properties
Spin multiplicity: 2
E_LUMO (spin up / spin down) in eV: -1.53 / -2.16
<S²>: 0.755
HOMO-LUMO gap (spin up / spin down) in eV: 6.810 / 6.051
ΔE to the lowest compared entry with this formula, charge and spin in kJ/mol: 0.0

Please write out number 2 again, unchanged.
Molecular formula: C5H15N3
Method: DFT, ωB97M-V/def2-TZVPD

Last column: natural (NBO) charge in e.
Cartesian coordinates (Å):
C 1.3272 0.1457 -2.4779  -0.64
C 0.8872 -0.4600 -1.0910  -0.04
N 2.2274 -0.5078 -0.2717  -0.67
C -0.1080 0.6245 -0.6389  -0.47
C -0.9737 0.0779 0.4245  0.24
N -1.9779 -0.6788 -0.0267  -0.77
C -0.6735 0.4272 1.7362  -0.26
N -1.7675 0.2483 2.8191  -0.68
H 1.5535 1.1641 -2.2930  0.22
H 2.0966 -0.4273 -2.9034  0.24
H 0.6433 0.1916 -3.3229  0.28
H 0.4211 -1.4285 -1.1489  0.25
H 2.8908 -1.2134 -0.5619  0.46
H 2.0580 -0.6302 0.7128  0.44
H 2.6334 0.4139 -0.3790  0.45
H -0.7492 0.9042 -1.4983  0.28
H 0.3655 1.5166 -0.0808  0.26
H -2.4204 -0.7417 -0.9470  0.45
H -2.5805 -1.1312 0.8010  0.40
H 0.2049 0.8483 2.0832  0.23
H -2.5143 0.7442 2.3785  0.45
H -1.5095 0.6204 3.7141  0.46
H -2.0344 -0.7080 2.9723  0.43

Forces on the atoms, in the same order (eV/Å):
C -0.6 -1.3 0.5
C 0.7 2.1 -2.6
N -2.0 0.6 -0.3
C 1.1 0.4 2.2
C 0.0 1.0 1.4
N -3.0 -2.1 4.0
C -2.8 -1.8 -1.2
N 1.8 -0.5 -2.1
H 0.9 1.0 0.1
H 1.7 -0.4 -0.4
H -0.9 -0.4 0.6
H 0.2 -0.5 0.2
H 0.2 -0.4 -0.5
H -0.2 -0.3 0.7
H 0.5 0.3 -0.1
H 0.7 0.2 0.5
H -0.3 -1.0 -1.8
H 0.6 0.4 0.5
H 1.5 1.0 -3.2
H 1.3 1.0 0.5
H -1.2 0.6 0.4
H 0.2 0.7 0.6
H -0.2 -0.8 0.2

Properties
Charge: +2
Spin multiplicity: 1
E_LUMO in eV: -6.59
HOMO-LUMO gap in eV: 10.124
ΔE to the lowest compared entry with this formula, charge and spin in kJ/mol: 259.1

Question: Number 4 is which compound?
Answer: C18H33O6S